No. 1
This record from OMol25 describes C3H6O3Sm as an isolated structure. The level of theory is ωB97M-V/def2-TZVPD.

```
13
Properties=species:S:1:pos:R:3
Sm 3.2254 1.5992 -0.2250
O 2.2206 -0.6786 -0.7520
O 1.4593 -2.0215 0.5509
O 0.0897 -0.3864 -0.5452
C -0.9431 -0.0329 0.4023
C -1.7892 1.0486 -0.2219
C 1.1155 -1.1187 -0.2611
H -1.5055 -0.9523 0.5923
H -2.7755 1.0416 0.2606
H -0.5010 0.2658 1.3573
H 2.6685 -1.6830 0.2164
H -1.9257 0.8789 -1.2977
H -1.3390 2.0393 -0.0770
```

M: 240.44 Da
electronic energy: -27235.15783 eV
energy relative to the best compared isomer or geometry (same formula, charge and spin): 2.168 eV
multiplicity: 7
LUMO (spin up / spin down): -10.111 / -9.918 eV
E_HOMO (spin up / spin down): -18.73 / -18.74 eV
charge: +2
<S²>: 12.007

Here are the natural (NBO) charges for atoms 1 to 8, given in e:
1 Sm 1.955
2 O -0.915
3 O -0.579
4 O -0.468
5 C -0.077
6 C -0.643
7 C 1.031
8 H 0.229

---

No. 2
This record from OMol25 describes C36H35ClN3O2PdTe as an isolated structure. The level of theory is ωB97M-V/def2-TZVPD.

```
79
Properties=species:S:1:pos:R:3
Te 0.8460 1.4917 -0.4088
Pd -0.6884 -1.5562 -1.9418
Cl -2.6073 -6.0810 3.4874
O 1.5069 -1.6235 -3.5399
O -0.1379 -2.1509 -0.0758
N -2.2042 -2.9449 -2.0132
N -1.4717 -1.0439 -3.7001
N 0.7695 -0.1742 -1.9837
C -0.2492 4.2573 1.0868
C -1.0948 -0.0552 -4.5170
C -1.8339 -3.8750 0.2069
C -0.7541 -3.0112 0.6432
C -2.3456 -4.8339 1.1057
C -0.3471 -3.1511 1.9951
C 2.4713 -0.6077 1.1970
C 3.1781 2.9209 1.9239
C 3.1648 -0.8827 -0.0926
C 0.8465 3.3762 1.0923
C -1.8947 -4.9108 2.3964
C 2.7974 -1.8033 4.7823
C 0.8427 5.7984 2.5947
C 1.5881 -0.5176 -2.9311
C 1.9432 3.7730 1.8646
C -2.4498 -3.8241 -1.0662
C 0.8187 7.0859 3.3734
C -4.5485 -3.6082 -4.8208
C 1.9385 4.9544 2.6011
C 2.2836 -1.0955 3.5590
C 0.6921 0.3714 2.4711
C -3.9377 -3.7619 -3.5932
C 1.3830 0.2681 1.2647
C -0.8975 -4.0622 2.8648
C -2.8800 -2.9109 -3.1994
C -0.2501 5.4309 1.8252
C -2.6878 -0.6875 -6.1918
C -1.4652 3.9497 0.2569
C 2.9046 -1.2762 2.3320
C -1.6686 0.1446 -5.7593
C -4.1510 -2.6188 -5.7055
C 1.1673 -0.2791 3.6051
C 2.6656 0.4890 -3.3837
C -2.4676 -1.8776 -4.0969
C -0.5837 1.1371 2.6035
C -3.1162 -1.7343 -5.3545
H 3.5302 0.0427 -0.5398
H 2.8094 5.2291 3.1890
H -2.2321 4.7160 0.3835
H 3.9998 -1.5724 0.0407
H -1.0971 1.1380 1.6426
H 0.6417 -0.1501 4.5455
H -0.3853 2.1700 2.8917
H 3.7481 -1.9579 2.2622
H 3.0536 0.1809 -4.3536
H 0.6336 7.9289 2.7052
H 2.1987 -1.5616 5.6590
H 0.4288 -2.4842 2.3326
H -3.1250 -5.5057 0.7619
H -1.2255 0.6763 3.3555
H 1.7623 7.2545 3.8893
H -4.2920 -4.5444 -2.9373
H 3.8320 -1.5204 4.9880
H 4.0624 3.5331 2.1083
H -1.8871 2.9837 0.5272
H -0.3066 0.5889 -4.1500
H -1.1169 6.0864 1.8041
H 3.0933 2.1830 2.7241
H -1.3134 0.9541 -6.3798
H 2.7690 -2.8840 4.6362
H 0.0243 7.0756 4.1219
H -3.2255 -4.5797 -1.2295
H 3.4830 0.5137 -2.6683
H -4.6302 -2.5047 -6.6713
H -5.3646 -4.2673 -5.0996
H -1.1890 3.9017 -0.7950
H -0.5690 -4.1180 3.8935
H 3.2963 2.3833 0.9845
H 2.4482 -1.3300 -0.7822
H -3.1734 -0.5409 -7.1478
H 2.2425 1.4922 -3.4499
```

M: 811.17 Da
electronic energy: -69761.92155 eV
multiplicity: 2
LUMO (spin up / spin down): 4.222 / 4.226 eV
E_HOMO (spin up / spin down): 0.08 / -1.50 eV
charge: -2
<S²>: 0.812

Here are the Mulliken charges for atoms 1 to 8, given in e:
1 Te 0.290
2 Pd 0.564
3 Cl -0.308
4 O -0.776
5 O -0.572
6 N -0.157
7 N 0.017
8 N -0.007

---

No. 3
This record from OMol25 describes an isolated ion of composition C6H17N2 and charge +1. The level of theory is ωB97M-V/def2-TZVPD.

```
25
Properties=species:S:1:pos:R:3
N 0.5930 -0.0380 0.1599
N -0.9563 -1.7405 1.6535
C -0.8031 -3.2794 1.7836
C -1.4828 -1.2614 0.2885
C 1.1038 1.3846 0.1298
C 0.9931 3.0912 -1.9380
C 1.7546 1.9493 -1.2318
C -0.7221 -0.2310 -0.5491
H 1.3358 -0.4957 -0.4212
H 0.0145 2.6790 -2.3062
H -1.4105 0.7348 -0.6612
H 0.1476 2.0929 0.2930
H -1.7514 -1.4768 2.3415
H 1.5654 3.5935 -2.6260
H -1.7599 -2.2648 -0.2560
H -1.8192 -3.6370 1.9475
H 1.6790 1.0371 -1.9113
H -0.0726 -1.1796 1.9273
H -0.4504 -3.5771 2.7005
H 1.6846 1.3508 1.0738
H 0.7185 3.9091 -1.2325
H -0.2878 -3.8280 0.9257
H -0.3852 -0.6180 -1.6571
H 2.7560 2.3869 -0.9954
H -2.4445 -0.5819 0.5613
```

M: 117.22 Da
electronic energy: -9468.58436 eV
energy relative to the best compared isomer or geometry (same formula, charge and spin): 3.450 eV
LUMO: -3.247 eV
E_HOMO: -13.25 eV
charge: +1
SMILES: CCCNCC[NH2+]C

Here are the natural (NBO) charges for atoms 1 to 8, given in e:
1 N -0.688
2 N -0.552
3 C -0.424
4 C -0.248
5 C -0.225
6 C -0.603
7 C -0.425
8 C -0.271

---

No. 4
This record from OMol25 describes one molecule with the formula C4H5NO2. The level of theory is ωB97M-V/def2-TZVPD.

```
12
Properties=species:S:1:pos:R:3
O 0.9377 1.3605 0.0098
O -1.0338 2.3394 -0.2936
N 1.2118 -0.9696 -0.1438
C -1.0356 -0.0090 0.3150
C 1.6470 0.1835 0.0775
C -0.4442 1.3340 -0.0283
C -0.2141 -1.0888 -0.3573
H -2.0862 -0.0279 0.0236
H -0.4313 -1.2435 -1.4193
H -0.9812 -0.1256 1.4052
H -0.2635 -2.1204 0.1115
H 2.6935 0.3674 0.2995
```

M: 99.09 Da
electronic energy: -9813.65827 eV
energy relative to the best compared isomer or geometry (same formula, charge and spin): 0.657 eV
LUMO: 0.763 eV
E_HOMO: -10.46 eV
charge: 0
SMILES: O=C1CCN=CO1

Here are the natural (NBO) charges for atoms 1 to 8, given in e:
1 O -0.512
2 O -0.523
3 N -0.444
4 C -0.552
5 C 0.382
6 C 0.797
7 C -0.273
8 H 0.252

---

No. 5
This record from OMol25 describes one molecule with the formula C21H24N2O2. The level of theory is ωB97M-V/def2-TZVPD.

```
49
Properties=species:S:1:pos:R:3
O -0.0889 -1.4955 -0.1523
O -5.0469 -1.4128 -0.4567
N 0.6677 -0.6869 1.8128
N -2.8118 -1.1321 -0.5480
C 4.0198 -1.9472 0.5939
C -1.9370 1.5355 -0.7043
C -1.6893 -1.1748 1.6117
C 2.2575 0.2588 0.2065
C -2.2828 1.0155 0.5341
C -2.6964 -0.4321 0.7063
C 3.2720 0.7782 -1.9023
C 1.5809 1.4720 0.1519
C 2.6374 -2.0285 1.2240
C 3.8844 -1.3853 -0.8155
C 3.1218 -0.0904 -0.8274
C -3.8461 -2.3829 -2.3085
C 2.5919 1.9791 -1.9542
C -3.9867 -1.6067 -1.0151
C -1.8860 3.1800 1.5180
C -1.5787 2.8662 -0.8331
C -1.5462 3.6913 0.2767
C -0.3007 -1.1353 0.9915
C 1.7447 2.3300 -0.9176
C 2.0738 -0.6193 1.4266
C -2.2577 1.8541 1.6431
H 3.9388 0.5027 -2.7075
H 4.4773 -2.9375 0.5605
H 1.9694 -2.5759 0.5583
H 0.4252 -0.4080 2.7484
H -3.6922 -0.4625 1.1698
H 2.5994 -0.1414 2.2641
H -2.5476 1.4716 2.6120
H 2.6720 -2.5475 2.1846
H 3.3457 -2.1070 -1.4375
H 2.7263 2.6418 -2.7965
H -1.9290 -1.3947 -0.9711
H 0.9127 1.7472 0.9560
H -1.9986 -2.2202 1.6862
H -1.6885 -0.7395 2.6100
H -3.4807 -1.7249 -3.0938
H 1.2146 3.2696 -0.9371
H -1.3265 3.2573 -1.8077
H 4.6621 -1.2972 1.1934
H -4.8143 -2.7810 -2.5972
H 4.8687 -1.2352 -1.2648
H -1.8705 3.8186 2.3895
H -3.1387 -3.1990 -2.1821
H -1.2648 4.7295 0.1773
H -1.9572 0.9021 -1.5770
```

M: 336.44 Da
electronic energy: -29243.85972 eV
energy relative to the best compared isomer or geometry (same formula, charge and spin): 0.043 eV
LUMO: 0.510 eV
E_HOMO: -8.82 eV
charge: 0
SMILES: CC(=O)N[C@@H](CC(=O)N[C@H]1CCCc2ccccc21)c1ccccc1

Here are the natural (NBO) charges for atoms 1 to 8, given in e:
1 O -0.659
2 O -0.633
3 N -0.606
4 N -0.645
5 C -0.390
6 C -0.203
7 C -0.483
8 C 0.047

---

No. 6
This record from OMol25 describes a 6-piece molecular cluster, C52H63BrCl2IN8O13P overall. The level of theory is ωB97M-V/def2-TZVPD.

```
141
Properties=species:S:1:pos:R:3
I -0.6810 2.8113 -4.3716
Br -1.1225 -4.4487 0.7370
Cl -3.3042 0.9858 -1.4435
Cl -1.7516 1.2824 2.6320
P 1.4717 -2.0670 0.2241
O 1.7312 -0.7272 0.8218
O 2.9252 6.5963 0.0547
O 3.1594 -4.7585 -5.5536
O 3.4517 4.7939 1.1065
O -4.0710 8.1662 6.6481
O 3.2918 -5.3409 -3.4809
O -4.5895 0.6424 4.0206
O -4.6823 1.7825 5.8449
O -5.8147 7.9031 5.4152
O -2.9288 -2.9676 -6.4407
O 7.4098 3.6702 3.9547
O 7.6311 2.4633 2.1875
O 0.4014 -1.0498 -1.9004
N -2.3298 -2.0674 -1.2625
N 3.7911 -4.9710 -4.5261
N 3.7242 5.8698 0.6113
N -4.7334 7.5458 5.8402
N 7.0082 2.8385 3.1628
N -0.5271 -4.2897 -5.6894
N -1.3209 -0.2431 -0.0709
N -5.1747 1.0605 5.0057
C -3.3622 -6.1341 -4.7009
C -7.2782 1.1443 6.2785
C 0.0555 -2.0207 -0.9575
C 0.1175 -0.0631 -4.0456
C 3.9347 0.7738 2.7204
C 5.1996 1.3008 2.5160
C -2.9706 5.8273 5.8188
C 0.1295 -1.4151 -3.2506
C 1.1904 -2.3306 -3.8754
C -4.3738 4.3762 3.9088
C 1.4758 1.6076 -2.6297
C 7.3687 5.9494 1.4044
C 5.6785 2.2607 3.3911
C -2.5908 0.3818 0.1269
C -6.5764 0.6592 5.1894
C -3.4628 -3.9450 -5.6275
C -8.6062 0.7830 6.4377
C -7.1656 -0.1843 4.2645
C 7.7252 7.1914 0.8962
C 7.3648 -4.8652 -3.4762
C 0.0754 1.1598 -3.1244
C -5.1834 -4.6801 -4.1788
C -9.2139 -0.0575 5.5145
C -1.6036 -2.5471 1.0239
C 0.9498 -3.8512 -3.7346
C -8.4932 -0.5436 4.4315
C -3.1493 3.9136 4.3746
C 3.6639 2.1703 4.6651
C -1.8463 2.8172 0.3977
C -2.5548 1.6098 1.0587
C -0.4049 -4.3350 -4.2415
C 4.9287 2.6994 4.4684
C -0.5846 -3.0239 3.3843
C -1.4576 -5.3165 -6.1869
C 5.1198 6.3266 0.6963
C 5.9910 -5.0357 -3.4304
C 5.4611 7.5623 0.1766
C -1.3188 -1.6864 -0.2673
C 5.8333 -4.3275 -5.7352
C -4.1885 6.2760 5.3402
C 6.0575 5.5138 1.3047
C -2.8030 -5.1504 -5.4784
C 5.2436 -4.7692 -4.5640
C 3.1669 1.2117 3.7909
C -4.5486 -5.8777 -4.0640
C 7.9729 -4.4289 -4.6461
C -1.0754 -1.9596 2.3691
C 6.7733 7.9953 0.2809
C 7.2075 -4.1568 -5.7725
C -2.4514 4.6383 5.3306
C -4.9011 5.5619 4.3928
C -4.6524 -3.6973 -4.9874
H -1.9307 -1.5028 2.8631
H -0.6333 0.0586 0.6132
H 2.2355 1.0131 -3.1379
H 7.6830 -3.8145 -6.6814
H -6.8061 1.7985 6.9972
H 1.4920 1.4217 -1.5513
H -1.3790 -3.7394 3.5991
H -2.6883 -2.5780 1.1221
H -1.0826 -6.3009 -5.8502
H 5.3144 3.4458 5.1476
H 1.0498 -0.0055 -4.6158
H 7.9628 -5.0751 -2.5999
H -0.4002 -2.4863 4.3213
H 5.7794 4.5494 1.7013
H 2.5908 -2.4089 -0.5769
H 1.6471 2.6695 -2.7834
H -0.0451 -3.0197 -1.3942
H -0.6463 1.0841 -2.3179
H 1.3753 -2.0873 -4.9238
H -2.8574 -7.0878 -4.5992
H -0.6850 -0.0535 -4.7835
H 3.0631 2.5084 5.4987
H 2.1752 0.8041 3.9422
H 2.1308 -2.1154 -3.3443
H 4.7213 8.1875 -0.3018
H -6.1082 -4.4624 -3.6562
H -2.4247 6.3910 6.5614
H -3.3214 -0.3370 0.5124
H 0.3868 -4.4746 -6.0906
H 5.7955 0.9640 1.6803
H -8.9677 -1.2003 3.7150
H -3.2591 -2.0900 -0.8598
H -5.8539 5.9190 4.0293
H -4.9185 3.8100 3.1631
H 3.5403 0.0271 2.0443
H 8.1095 5.3214 1.8814
H -1.4990 4.2771 5.6949
H -1.5663 -5.2724 -7.2697
H -3.5917 1.8517 1.2884
H 5.5188 -5.3752 -2.5199
H 7.0539 8.9619 -0.1154
H -2.7401 2.9859 3.9876
H -1.2048 -3.8043 -3.7102
H 1.7154 -4.3453 -4.3220
H 0.3436 -3.5046 3.0829
H -1.4400 3.4259 1.2052
H -10.2531 -0.3338 5.6387
H -2.1210 -2.9829 -1.6408
H 9.0471 -4.3015 -4.6804
H 5.2389 -4.1183 -6.6126
H -2.5972 3.3735 -0.1595
H -0.8817 -1.8109 -3.3632
H 1.1137 -4.1786 -2.7044
H -5.1252 -2.7297 -5.1161
H -2.8633 -2.1514 -5.9343
H -4.9929 -6.6359 -3.4252
H -0.2494 -1.2621 2.2298
H -9.1689 1.1595 7.2811
H 1.3168 -3.0565 1.2107
H -1.0250 2.5037 -0.2477
H -0.4965 -5.3947 -3.9242
H 8.7483 7.5349 0.9808
H -6.6065 -0.5603 3.4202
```

M: 1316.81 Da
electronic energy: -205947.11782 eV
energy relative to the best compared isomer or geometry (same formula, charge and spin): 0.322 eV
LUMO: -1.009 eV
E_HOMO: -8.60 eV
charge: 0
SMILES: CC[C@H](Br)[C@@](N)(N[C@H](Cl)[C@H](C)Cl)[C@@H](O[C@H](CCCNCc1ccccc1O)C[C@@H](C)I)[PH2]=O.O=[N+]([O-])c1ccccc1.O=[N+]([O-])c1ccccc1.O=[N+]([O-])c1ccccc1.O=[N+]([O-])c1ccccc1.O=[N+]([O-])c1ccccc1

Here are the Mulliken charges for atoms 1 to 8, given in e:
1 I 0.001
2 Br -0.075
3 Cl -0.150
4 Cl -0.434
5 P 0.225
6 O -0.538
7 O -0.615
8 O -0.632